C57H71N3O5S2 | the ωB97M-V functional and the def2-TZVPD basis

```
138
Properties=species:S:1:pos:R:3
C 0.06 4.71 1.89
C -1.38 4.42 2.36
C -1.43 4.36 3.89
C -1.91 3.17 1.69
C -1.91 1.92 2.33
C -2.25 0.76 1.64
C -2.13 -0.61 2.31
C -2.43 -0.60 3.81
C -0.80 -1.32 2.03
C -2.69 0.88 0.30
C -3.02 -0.32 -0.48
N -4.19 -1.07 -0.31
C -5.00 -1.11 0.91
C -5.02 -2.27 1.74
C -4.50 -3.65 1.32
C -5.67 -4.52 0.87
C -3.67 -4.29 2.43
C -5.59 -2.16 3.01
C -6.04 -0.93 3.49
C -6.11 0.17 2.64
C -5.67 0.06 1.32
C -6.07 1.11 0.30
C -6.29 2.49 0.91
C -7.29 0.66 -0.51
N -4.22 -2.08 -1.19
N -3.09 -1.97 -1.94
C -2.82 -3.06 -2.87
C -1.95 -4.09 -2.46
C -1.31 -4.16 -1.07
C 0.21 -4.03 -1.15
C -1.69 -5.44 -0.33
C -1.66 -5.11 -3.36
C -2.35 -5.22 -4.56
C -3.37 -4.30 -4.85
C -3.61 -3.21 -4.02
C -4.74 -2.27 -4.40
C -4.42 -0.77 -4.31
C -6.03 -2.59 -3.64
C -2.23 -0.95 -1.39
C -0.82 -0.74 -1.74
C -2.84 2.17 -0.31
C -3.53 2.33 -1.67
C -2.57 2.15 -2.83
C -4.27 3.66 -1.85
C -2.37 3.28 0.38
H 0.11 4.77 0.79
H 0.42 5.66 2.30
H 0.73 3.91 2.21
H -2.01 5.25 2.03
H -2.43 4.08 4.23
H -0.71 3.63 4.28
H -1.19 5.34 4.32
H -1.61 1.85 3.38
H -2.91 -1.22 1.85
H -3.35 -0.05 4.02
H -2.58 -1.63 4.16
H -1.60 -0.17 4.39
H -0.70 -1.51 0.95
H 0.05 -0.70 2.35
H -0.76 -2.29 2.55
H -3.85 -3.51 0.44
H -6.20 -4.05 0.04
H -5.32 -5.51 0.54
H -6.38 -4.65 1.69
H -2.87 -3.60 2.75
H -4.31 -4.53 3.29
H -3.20 -5.22 2.07
H -5.68 -3.05 3.63
H -6.36 -0.84 4.52
H -6.58 1.10 2.99
H -5.23 1.19 -0.40
H -5.40 2.82 1.47
H -6.51 3.23 0.13
H -7.15 2.47 1.60
H -7.14 -0.34 -0.92
H -8.17 0.63 0.15
H -7.48 1.36 -1.33
H -1.69 -3.29 -0.51
H 0.51 -3.17 -1.76
H 0.66 -3.93 -0.16
H 0.63 -4.93 -1.64
H -2.79 -5.56 -0.30
H -1.25 -6.31 -0.84
H -1.31 -5.41 0.70
H -0.91 -5.85 -3.08
H -2.14 -6.05 -5.23
H -3.97 -4.45 -5.75
H -4.93 -2.48 -5.47
H -3.39 -0.55 -4.61
H -5.10 -0.22 -4.97
H -4.58 -0.40 -3.29
H -6.34 -3.62 -3.82
H -5.87 -2.46 -2.56
H -6.83 -1.92 -3.96
H -0.62 -1.14 -2.75
H -0.14 -1.20 -0.91
H -4.26 1.51 -1.76
H -1.96 1.25 -2.71
H -3.11 2.09 -3.78
H -1.89 3.01 -2.90
H -4.90 3.89 -0.99
H -3.56 4.48 -2.00
H -4.90 3.58 -2.74
H -2.37 4.26 -0.10
C -0.98 5.40 -5.96
O -0.47 5.35 -4.61
C -0.08 4.14 -4.13
C -0.03 2.96 -4.88
C 0.29 1.77 -4.25
C 0.54 1.71 -2.88
C 0.63 0.40 -2.11
C 1.81 -0.37 -2.55
S 3.05 -0.79 -1.41
O 3.50 0.39 -0.70
O 2.64 -1.98 -0.65
C 4.30 -1.31 -2.60
C 3.81 -1.52 -3.87
C 4.66 -1.86 -4.92
C 6.03 -1.98 -4.67
C 6.52 -1.75 -3.39
C 5.66 -1.41 -2.34
S 2.05 -1.22 -4.08
O 1.33 -2.48 -4.06
O 1.94 -0.38 -5.26
C 0.65 2.92 -2.18
C 0.33 4.14 -2.77
H -1.19 6.46 -6.10
H -0.23 5.06 -6.68
H -1.89 4.79 -6.06
H -0.27 2.97 -5.95
H 0.33 0.86 -4.85
H 0.82 0.72 -1.06
H 4.25 -2.01 -5.91
H 6.70 -2.23 -5.50
H 7.58 -1.84 -3.19
H 6.01 -1.23 -1.33
H 0.92 2.91 -1.13
H 0.39 5.08 -2.25
```

Calculated values
Net charge: 0
Spin multiplicity: 1
HOMO-LUMO gap: 5.89 eV
Electronic energy: -3551.27146 hartree

Atom charges from the Löwdin analysis, given in e for atoms 1 to 8: -0.06 -0.39 -0.08 -0.17 0.04 -0.09 -0.36 -0.06


C12H29NOSi | the ωB97M-V functional and the def2-TZVPD basis

```
44
Properties=species:S:1:pos:R:3
C -1.49 -1.57 3.35
C -0.69 -0.44 2.72
N -1.57 0.54 1.95
C -2.41 1.47 2.73
C -1.69 2.81 2.94
C -2.24 0.03 0.76
C -1.26 -0.62 -0.27
O -0.27 0.32 -0.66
Si 1.05 0.04 -1.61
C 0.52 0.67 -3.31
C -0.69 0.06 -3.90
C 1.42 -1.80 -1.56
C 2.63 -2.11 -2.43
C 2.44 1.20 -1.02
C 3.20 0.50 0.09
H -1.00 -1.98 4.26
H -1.63 -2.44 2.69
H -2.50 -1.29 3.69
H 0.08 -0.87 2.09
H -0.18 0.18 3.46
H -3.33 1.67 2.14
H -2.72 1.03 3.69
H -0.74 2.68 3.50
H -1.40 3.24 2.01
H -2.28 3.55 3.49
H -3.01 -0.67 1.10
H -2.75 0.85 0.23
H -1.73 -1.04 -1.16
H -0.74 -1.47 0.22
H 1.40 0.44 -3.98
H 0.45 1.78 -3.21
H -1.59 0.36 -3.38
H -0.54 -1.05 -3.89
H -0.88 0.32 -4.94
H 0.48 -2.32 -1.84
H 1.58 -1.95 -0.48
H 3.17 -3.01 -2.10
H 3.36 -1.29 -2.44
H 2.31 -2.28 -3.45
H 3.06 1.40 -1.92
H 1.99 2.15 -0.73
H 3.55 -0.50 -0.19
H 2.55 0.36 0.96
H 4.08 1.07 0.41
```

Calculated values
SMILES string: CCN(CC)CCO[Si](CC)(CC)CC
Net charge: 0
ΔE to the lowest compared entry with this formula, charge and spin: 12.1 kcal per mole
Spin multiplicity: 1
HOMO-LUMO gap: 8.78 eV
Electronic energy: -894.12641 hartree

Atom charges from the natural (NBO) analysis, given in e for atoms 1 to 8: -0.65 -0.22 -0.46 -0.21 -0.61 -0.23 -0.05 -0.91


C32H40IrN2SSi2 | the ωB97M-V functional and the def2-TZVPD basis

```
78
Properties=species:S:1:pos:R:3
Ir -0.12 1.27 -0.70
C -0.22 3.34 1.38
C -1.53 3.60 0.68
N -1.95 2.42 -0.08
C -2.73 2.75 -1.29
C -1.88 3.46 -2.36
S -0.13 2.90 -2.43
C 0.72 4.30 -1.63
C 1.49 3.85 -0.40
N 0.82 2.82 0.45
H -0.36 2.58 2.15
H 0.11 4.27 1.86
H -1.43 4.44 -0.01
H -2.29 3.89 1.41
H -2.53 1.86 0.54
H -3.59 3.38 -1.05
H -3.10 1.80 -1.68
H -1.88 4.54 -2.24
H -2.31 3.26 -3.35
H -0.03 5.05 -1.39
H 1.40 4.74 -2.35
H 1.74 4.73 0.20
H 2.43 3.40 -0.74
H 1.54 2.35 1.00
C 2.63 0.98 -2.99
Si 1.95 0.35 -1.33
C 3.38 0.76 -0.13
C 2.18 -1.52 -1.61
C 3.39 -2.04 -2.06
C 3.48 -3.35 -2.51
C 2.35 -4.15 -2.60
C 1.16 -3.68 -2.11
C 1.10 -2.43 -1.45
H 3.61 0.59 -3.22
H 2.71 2.08 -2.99
H 1.96 0.73 -3.81
H 4.27 0.19 -0.38
H 3.14 0.55 0.91
H 3.68 1.82 -0.20
H 4.27 -1.41 -2.12
H 4.44 -3.73 -2.85
H 2.42 -5.13 -3.05
H 0.26 -4.29 -2.13
H 0.13 -1.95 -1.48
C -3.73 -3.63 -1.06
C -3.29 -2.57 -1.84
C -2.37 -1.67 -1.32
C -1.87 -1.80 -0.02
C -2.34 -2.87 0.75
C -3.26 -3.77 0.24
Si -0.63 -0.58 0.72
C -1.53 -0.03 2.31
C -0.97 0.17 3.57
C -1.73 0.66 4.63
C -3.07 0.98 4.45
C -3.66 0.77 3.21
C -2.90 0.27 2.16
C 0.83 -1.70 1.20
C 1.01 -2.91 0.48
C 2.11 -3.73 0.81
C 3.05 -3.32 1.75
C 2.92 -2.10 2.38
C 1.82 -1.31 2.10
H -4.45 -4.33 -1.46
H -3.66 -2.45 -2.85
H -2.02 -0.84 -1.94
H -2.00 -2.98 1.78
H -3.60 -4.59 0.85
H 0.07 -0.08 3.75
H -1.27 0.80 5.60
H -3.65 1.36 5.28
H -4.71 0.98 3.06
H -3.39 0.05 1.22
H 0.09 -3.45 0.32
H 2.23 -4.67 0.30
H 3.90 -3.95 1.99
H 3.67 -1.77 3.09
H 1.74 -0.34 2.61
```

Calculated values
Net charge: +1
Spin multiplicity: 1
HOMO-LUMO gap: 4.25 eV
Electronic energy: -2434.16244 hartree

Atom charges from the Löwdin analysis, given in e for atoms 1 to 8: 0.83 -0.14 -0.18 -0.19 -0.23 -0.37 0.88 -0.39


C31H35AsN4O10P2S2Ti | the ωB97M-V functional and the def2-TZVPD basis

```
86
Properties=species:S:1:pos:R:3
Ti -1.26 -0.51 -0.02
O -1.99 3.45 1.39
C -1.67 2.26 1.30
N -1.28 1.60 0.20
C -1.22 2.43 -0.98
C 0.13 2.96 -1.42
C 0.14 3.76 -2.57
C 1.33 4.24 -3.06
C 2.50 3.92 -2.38
C 2.39 3.14 -1.25
N 1.24 2.67 -0.75
C -1.69 1.42 2.55
C -2.31 1.88 3.70
C -2.28 1.09 4.83
C -1.62 -0.13 4.78
C -1.03 -0.51 3.59
N -1.05 0.26 2.51
H -1.63 1.89 -1.85
H -1.86 3.31 -0.82
H -0.79 3.94 -3.09
H 1.36 4.82 -3.97
H 3.47 4.25 -2.73
H 3.29 2.87 -0.70
H -2.80 2.85 3.67
H -2.77 1.41 5.74
H -1.58 -0.79 5.64
H -0.51 -1.46 3.49
C 2.15 -2.10 2.02
P 1.91 -0.41 1.32
C 3.13 -0.49 -0.07
C 2.92 0.50 2.58
C 2.92 2.02 2.40
P 1.26 2.77 2.75
C 1.39 2.82 4.60
C 1.71 4.53 2.42
H 3.21 -2.37 2.10
H 1.62 -2.82 1.39
H 1.69 -2.15 3.01
H 4.17 -0.37 0.28
H 2.91 0.27 -0.81
H 3.05 -1.46 -0.55
H 3.95 0.11 2.56
H 2.51 0.25 3.56
H 3.19 2.28 1.37
H 3.66 2.49 3.06
H 2.33 3.25 4.95
H 1.29 1.80 4.99
H 0.56 3.40 5.00
H 2.63 4.83 2.93
H 0.89 5.18 2.74
H 1.83 4.66 1.35
O -2.97 -0.59 0.78
As -1.93 -3.26 1.63
O -1.01 -4.63 1.63
O -0.76 -1.97 0.79
C -3.37 -3.61 0.18
C -4.40 -4.29 0.83
C -5.60 -4.61 0.21
C -5.82 -4.23 -1.10
C -4.82 -3.56 -1.79
C -3.62 -3.26 -1.16
S -2.39 -2.46 -2.17
O -2.89 -2.46 -3.53
O -2.35 -1.04 -1.65
O -1.15 -3.14 -1.94
H -3.69 -0.32 0.20
H -4.26 -4.57 1.87
H -6.37 -5.15 0.76
H -6.76 -4.47 -1.60
H -4.95 -3.26 -2.82
O -0.36 0.07 -5.96
S 0.66 0.32 -4.98
O 1.59 1.38 -5.27
N 0.02 0.51 -3.49
C 0.45 -0.42 -2.67
O 0.22 -0.51 -1.43
C 1.33 -1.46 -3.30
C 1.85 -2.59 -2.71
C 2.63 -3.42 -3.50
C 2.87 -3.12 -4.84
C 2.33 -1.98 -5.43
C 1.56 -1.17 -4.62
H 1.61 -2.83 -1.68
H 3.05 -4.33 -3.09
H 3.48 -3.79 -5.44
H 2.49 -1.75 -6.47
```

Calculated values
Net charge: -2
ΔE to the lowest compared entry with this formula, charge and spin: 23.0 kcal per mole
Spin multiplicity: 1
HOMO-LUMO gap: 6.49 eV
Electronic energy: -6738.32895 hartree

Atom charges from the Löwdin analysis, given in e for atoms 1 to 8: 1.00 -0.02 -0.55 -0.05 -0.17 -0.25 -0.04 -0.08


C21H43HfN2P3SSe | the ωB97M-V functional and the def2-TZVPD basis

```
72
Properties=species:S:1:pos:R:3
Hf 0.31 -0.24 -0.27
P -1.52 -0.85 1.73
P 1.20 -2.53 -0.01
P -1.92 -0.86 -1.74
H -1.35 4.27 1.13
C -0.81 3.55 0.51
C -1.43 2.20 0.48
H -1.56 1.82 1.51
C -0.91 -0.29 3.37
C -1.86 -2.61 2.15
C -3.24 -0.21 1.86
C 2.71 -2.80 -1.01
C 1.81 -3.10 1.61
C 0.17 -3.90 -0.57
C -3.12 0.50 -2.07
C -3.08 -2.20 -1.24
C -1.65 -1.40 -3.48
H -0.63 4.01 -0.47
H -2.28 2.04 -0.18
H -0.81 0.80 3.38
H 0.07 -0.73 3.59
H -1.63 -0.59 4.14
H -0.94 -3.17 2.33
H -2.42 -3.10 1.34
H -2.47 -2.63 3.06
H -3.24 0.88 1.84
H -3.65 -0.54 2.81
H -3.88 -0.56 1.05
H 2.96 -3.87 -0.90
H 3.54 -2.16 -0.64
H 2.52 -2.55 -2.07
H 1.95 -4.18 1.53
H 1.09 -2.87 2.41
H 2.76 -2.60 1.83
H 0.83 -4.78 -0.60
H -0.24 -3.71 -1.57
H -0.66 -4.08 0.13
H -3.77 0.23 -2.92
H -2.58 1.41 -2.31
H -3.75 0.68 -1.19
H -3.86 -2.32 -2.01
H -3.57 -1.98 -0.29
H -2.54 -3.15 -1.14
H -2.60 -1.39 -4.03
H -1.22 -2.41 -3.51
H -0.94 -0.72 -3.98
C 1.33 1.59 -3.50
C 0.84 2.79 -2.97
C 0.95 3.97 -3.74
C 1.53 3.93 -5.01
C 2.01 2.72 -5.53
C 1.90 1.55 -4.78
Se 1.25 -0.13 -2.55
H 0.17 3.28 0.94
H 0.38 2.80 -1.98
H 0.57 4.91 -3.34
H 1.62 4.84 -5.60
H 2.46 2.68 -6.52
H 2.25 0.59 -5.17
C 3.04 -0.41 3.64
N 2.48 0.93 3.49
C 2.19 1.80 4.53
C 1.77 2.98 3.97
N 1.82 2.79 2.59
C 2.19 1.51 2.30
S 2.42 0.84 0.73
H 2.28 -1.18 3.53
H 3.81 -0.56 2.89
H 3.48 -0.49 4.64
H 2.32 1.53 5.56
H 1.46 3.90 4.40
H 1.65 3.49 1.89
```

Calculated values
Net charge: +4
ΔE to the lowest compared entry with this formula, charge and spin: 34.2 kcal per mole
Spin multiplicity: 1
HOMO-LUMO gap (spin up / spin down): 3.19 / 3.20 eV
Electronic energy: -4805.61528 hartree

Atom charges from the Löwdin analysis, given in e for atoms 1 to 8: 0.68 0.73 0.63 0.69 0.14 -0.09 0.00 0.02


C9H22BN2O2 | the ωB97M-V functional and the def2-TZVPD basis

```
36
Properties=species:S:1:pos:R:3
B 1.76 1.52 -0.05
C -1.18 -1.50 0.41
C -1.14 -0.48 -1.71
C -1.59 -0.22 1.12
C -1.61 0.81 -1.04
C 3.19 -0.09 1.23
C 1.66 -2.62 -0.46
C -3.18 1.71 0.75
C 1.77 0.32 1.02
C 1.05 -1.23 -0.59
N -0.35 -1.21 -0.75
N -2.48 0.55 0.20
O 0.69 2.41 -0.32
O 2.86 1.75 -0.80
H -0.62 -2.31 1.08
H -2.23 -2.03 0.22
H -2.05 -1.19 -1.79
H -0.52 -0.20 -2.53
H -2.24 -0.29 1.94
H -0.75 0.31 1.27
H -0.59 1.38 -0.83
H -2.19 1.59 -1.75
H 3.87 0.56 1.80
H 3.13 -0.96 1.82
H 3.78 -0.41 0.40
H 2.39 -2.51 0.27
H 1.03 -3.33 -0.10
H 2.23 -2.82 -1.30
H -3.80 2.03 -0.06
H -3.63 1.52 1.71
H -2.56 2.42 1.13
H 1.07 0.35 1.87
H 1.67 -0.79 -1.38
H -3.20 -0.16 -0.23
H 0.81 2.69 -1.20
H 2.93 2.45 -1.37
```

Calculated values
Net charge: +1
ΔE to the lowest compared entry with this formula, charge and spin: 86.2 kcal per mole
Spin multiplicity: 1
HOMO-LUMO gap: 8.05 eV
Electronic energy: -640.63217 hartree

Atom charges from the natural (NBO) analysis, given in e for atoms 1 to 8: 1.06 -0.24 -0.22 -0.23 -0.31 -0.66 -0.66 -0.41